(1)
Entry from OMol25: one molecule with the formula C3H3NO2 at a distorted geometry (ωB97M-V with the def2-TZVPD basis set).

```
9
Properties=species:S:1:pos:R:3
O 2.221 1.079 0.192
N 1.732 -0.018 -0.043
O 2.356 -1.090 -0.232
C 0.375 -0.062 -0.071
C -0.946 -0.941 -0.016
C -1.106 0.541 -0.030
H -1.579 -1.724 0.234
H -1.527 1.128 -0.827
H -1.526 1.086 0.793
```

HOMO-LUMO gap (alpha / beta)   8.2 / 8.0 eV
Total charge   0
Calculated total energy   -321.05267 Ha
HOMO level (alpha / beta)   -9.80 / -9.81 eV
Structure (SMILES)   O=[N+]([O-])C1=CC1
LUMO (alpha / beta)   -1.588 / -1.760 eV
M   85.062 g/mol
Energy above the lowest of the compared OMol25 structures with the same formula, charge and spin   203.93 kcal per mole


(2)
Entry from OMol25: one molecule with the formula C3H5NOS at a distorted geometry (ωB97M-V with the def2-TZVPD basis set).

```
11
Properties=species:S:1:pos:R:3
N 2.341 -0.812 0.146
C 1.681 -0.018 1.018
C 0.464 0.542 0.656
C -0.263 -0.126 -0.314
O 0.010 -0.887 -1.100
S -1.998 0.702 -0.131
H 3.208 -1.205 0.457
H 1.697 -1.053 -0.718
H 2.224 0.329 1.850
H -0.300 1.245 1.233
H -2.630 -0.159 -1.103
```

HOMO-LUMO gap   9.3 eV
Total charge   0
Calculated total energy   -645.43903 Ha
HOMO level   -8.59 eV
Structure (SMILES)   N/C=C\C(=O)S
LUMO   0.700 eV
M   103.146 g/mol
Energy above the lowest of the compared OMol25 structures with the same formula, charge and spin   45.59 kcal per mole


(3)
Entry from OMol25: C4H5N2OS as an isolated structure at a distorted geometry (ωB97M-V with the def2-TZVPD basis set).

```
13
Properties=species:S:1:pos:R:3
C -0.284 -1.552 -0.008
C -1.615 -1.367 -0.266
C 1.515 0.212 -0.167
C -0.691 0.989 0.543
N 0.462 -0.435 0.223
N 1.393 1.584 -0.208
O 0.051 1.979 -0.046
S -2.287 0.267 -0.004
H 0.141 -2.460 0.010
H -2.394 -2.027 -0.569
H 2.513 -0.365 -0.348
H -0.857 1.176 1.671
H 2.053 1.999 -0.831
```

HOMO-LUMO gap (alpha / beta)   5.7 / 7.2 eV
Total charge   +1
Calculated total energy   -737.82835 Ha
HOMO level (alpha / beta)   -10.23 / -14.49 eV
Multiplicity   3
LUMO (alpha / beta)   -4.481 / -7.282 eV
M   129.164 g/mol
Energy above the lowest of the compared OMol25 structures with the same formula, charge and spin   85.52 kcal per mole


(4)
Entry from OMol25: an isolated ion of composition C5H11N2O and charge +1 at a distorted geometry (ωB97M-V with the def2-TZVPD basis set).

```
19
Properties=species:S:1:pos:R:3
N 1.167 -2.515 1.073
C 0.383 -1.720 0.163
C -1.062 -2.154 -0.033
O -1.758 -1.703 -0.904
C 0.381 -0.253 0.588
C -0.088 0.765 -0.398
C 0.288 2.025 -0.334
N -0.457 3.117 -0.992
H 1.143 -2.241 2.044
H 0.970 -3.499 0.960
H 0.866 -1.805 -0.816
H -1.431 -2.957 0.639
H -0.204 -0.095 1.487
H 1.382 -0.041 0.930
H -0.805 0.382 -1.117
H 1.115 2.379 0.266
H 0.015 4.016 -0.857
H -0.479 3.089 -2.020
H -1.425 3.209 -0.679
```

HOMO-LUMO gap   8.6 eV
Total charge   +1
Calculated total energy   -381.56741 Ha
HOMO level   -12.38 eV
Structure (SMILES)   N[C@@H](C=O)C/C=C/[NH3+]
LUMO   -3.819 eV
M   115.156 g/mol
Energy above the lowest of the compared OMol25 structures with the same formula, charge and spin   60.59 kcal per mole


(5)
Entry from OMol25: C2H5N4O as an isolated structure at a distorted geometry (ωB97M-V with the def2-TZVPD basis set).

```
12
Properties=species:S:1:pos:R:3
C -3.669 0.020 0.065
C -0.263 -0.014 -0.079
N -4.461 0.011 0.841
N 0.774 -0.687 0.359
N -0.122 1.282 -0.116
N -1.310 -0.670 -0.687
O -2.286 0.013 -1.203
H 1.253 -0.191 1.107
H 0.563 -1.668 0.569
H 0.783 1.741 0.031
H -0.927 1.610 -0.588
H -1.327 -1.652 -0.691
```

HOMO-LUMO gap   9.3 eV
Total charge   +1
Calculated total energy   -373.03381 Ha
HOMO level   -15.87 eV
LUMO   -6.560 eV
M   101.089 g/mol
Energy above the lowest of the compared OMol25 structures with the same formula, charge and spin   126.11 kcal per mole


(6)
Entry from OMol25: C20H20BN6PtS2Se as an isolated structure (ωB97M-V with the def2-TZVPD basis set).

```
51
Properties=species:S:1:pos:R:3
Pt 0.991 0.693 0.180
C -2.365 -1.187 -2.223
N -2.212 -1.044 -0.798
C -2.780 -0.059 -0.008
C -2.397 -0.322 1.256
N -1.614 -1.459 1.254
B -1.072 -2.103 2.553
N 0.508 -2.160 2.598
C 1.222 -3.330 2.655
C 2.531 -3.029 2.816
N 2.612 -1.657 2.846
C 3.827 -0.878 2.986
C 1.376 -1.146 2.683
S 1.057 0.555 2.498
C -1.504 -1.911 -0.017
S -0.692 -3.275 -0.595
H -3.045 -0.413 -2.577
H -2.763 -2.175 -2.459
H -1.403 -1.092 -2.725
H -3.349 0.755 -0.422
H -2.575 0.223 2.164
H -1.447 -3.247 2.660
H -1.443 -1.402 3.466
H 0.727 -4.277 2.541
H 3.408 -3.648 2.858
H 4.666 -1.567 3.031
H 3.782 -0.275 3.892
H 3.950 -0.223 2.127
C 0.992 0.163 -4.104
C 0.104 1.144 -4.519
C -0.486 1.966 -3.578
C -0.178 1.806 -2.230
N 0.697 0.851 -1.847
C 1.258 0.045 -2.754
C -0.735 2.587 -1.121
C -1.661 3.612 -1.312
C -2.169 4.297 -0.224
C -1.740 3.949 1.054
C -0.824 2.927 1.242
C -0.297 2.208 0.165
H 1.467 -0.512 -4.801
H -0.133 1.262 -5.569
H -1.188 2.729 -3.880
H 1.924 -0.711 -2.363
H -1.991 3.881 -2.309
H -2.889 5.093 -0.366
H -2.133 4.480 1.914
H -0.527 2.666 2.251
Se 4.793 -2.477 -0.566
C 3.332 -1.481 -0.260
N 2.389 -0.834 -0.063
```

HOMO-LUMO gap   6.4 eV
Total charge   -1
Calculated total energy   -4444.88806 Ha
HOMO level   -4.04 eV
LUMO   2.342 eV
M   693.406 g/mol
Energy above the lowest of the compared OMol25 structures with the same formula, charge and spin   0.00 kcal per mole